Record 1
A molecular structure, C43H49CuGeN2O3S. Source: the OMol25 dataset; level of theory: wB97M-V/def2-TZVPD.

Geometry as ORCA input:
```
! RIJCOSX wB97M-V def2-TZVPD def2/J DEFGRID3
* xyz -1 2
Cu 0.433 0.365 -0.077
C -0.406 -1.596 -0.053
C -1.039 -1.500 -1.356
C -2.358 -1.182 -1.169
C -2.629 -1.127 0.257
C -1.467 -1.396 0.930
C -1.295 -1.622 2.399
C -3.974 -0.865 0.862
C -3.322 -0.854 -2.265
C -0.366 -1.652 -2.683
C 0.806 -2.442 0.225
H -1.273 -2.692 2.638
H -2.115 -1.184 2.973
H -0.359 -1.191 2.757
H -4.593 -1.769 0.891
H -4.535 -0.117 0.296
H -3.890 -0.496 1.886
H -3.027 0.059 -2.795
H -4.335 -0.704 -1.888
H -3.369 -1.651 -3.014
H -0.847 -2.430 -3.285
H 0.687 -1.909 -2.576
H -0.404 -0.718 -3.252
H 0.507 -3.462 0.499
H 1.400 -2.042 1.047
H 1.452 -2.504 -0.649
C 3.193 4.477 -0.574
C 2.114 4.698 -1.623
N 0.909 3.912 -1.382
C -0.080 4.505 -0.482
C -1.176 5.252 -1.222
C 0.844 2.637 -1.778
S -0.644 1.756 -1.590
N 1.897 2.168 -2.447
C 2.325 0.915 -2.361
O 2.093 0.083 -1.460
C 3.272 0.496 -3.456
C 3.694 -0.828 -3.511
C 4.542 -1.253 -4.522
C 4.983 -0.354 -5.484
C 4.570 0.970 -5.430
C 3.715 1.392 -4.422
H 4.078 5.072 -0.814
H 3.462 3.425 -0.534
H 2.843 4.757 0.421
H 2.493 4.438 -2.611
H 1.802 5.745 -1.645
H 0.465 5.177 0.185
H -0.498 3.713 0.138
H -0.763 6.029 -1.870
H -1.855 5.726 -0.511
H -1.748 4.556 -1.837
H 3.344 -1.507 -2.745
H 4.858 -2.288 -4.561
H 5.646 -0.686 -6.274
H 4.913 1.676 -6.177
H 3.375 2.417 -4.369
O 1.611 2.253 1.031
C 1.692 1.388 1.913
O 1.223 0.212 1.783
C 2.365 1.692 3.238
C 1.475 1.293 4.402
Ge 0.017 2.549 4.753
C 0.837 4.204 5.406
C 1.068 4.372 6.772
C 1.721 5.497 7.257
C 2.155 6.480 6.378
C 1.934 6.329 5.017
C 1.280 5.201 4.538
C -1.176 2.990 3.272
C -1.603 2.004 2.380
C -2.554 2.285 1.407
C -3.091 3.561 1.309
C -2.670 4.556 2.179
C -1.720 4.270 3.153
C -1.072 1.819 6.209
C -2.174 2.532 6.684
C -2.963 2.033 7.709
C -2.663 0.803 8.279
C -1.575 0.079 7.817
C -0.787 0.586 6.791
H 2.634 2.750 3.267
H 3.297 1.119 3.267
H 2.055 1.274 5.330
H 1.087 0.285 4.240
H 0.725 3.618 7.473
H 1.890 5.608 8.321
H 2.663 7.360 6.753
H 2.270 7.090 4.324
H 1.116 5.099 3.471
H -1.190 1.003 2.424
H -2.845 1.508 0.713
H -3.820 3.780 0.538
H -3.077 5.557 2.101
H -1.406 5.060 3.828
H -2.427 3.489 6.239
H -3.815 2.601 8.061
H -3.280 0.409 9.077
H -1.340 -0.885 8.251
H 0.055 0.003 6.438
*
```

Computed properties:
LUMO level (alpha / beta): 2.48 / 2.22 eV
frontier orbital gap (alpha / beta): 6.660 / 6.327 eV

Record 2
2 unconnected molecules or ions with the total composition C29H31N4O2P. Source: the OMol25 dataset; level of theory: wB97M-V/def2-TZVPD.

Geometry as ORCA input:
```
! RIJCOSX wB97M-V def2-TZVPD def2/J DEFGRID3
* xyz 0 1
C 5.594 -1.586 -3.503
C 4.554 -1.064 -2.550
C 4.355 0.311 -2.396
C 3.383 0.833 -1.534
C 3.270 2.319 -1.401
C 2.550 -0.060 -0.827
N 1.532 0.400 0.093
C 1.854 0.724 1.405
C 0.923 1.507 1.998
N -0.145 1.802 1.162
C -0.997 2.936 1.430
C -2.139 2.728 2.214
C -2.437 1.347 2.688
C -2.961 3.808 2.538
C -2.685 5.104 2.098
C -3.626 6.228 2.436
C -1.516 5.300 1.361
C -0.658 4.246 1.029
C 0.598 4.523 0.266
P -0.119 0.829 -0.284
C 2.776 -1.440 -0.922
C 1.952 -2.356 -0.077
C 3.768 -1.921 -1.778
H 5.623 -2.678 -3.484
H 5.398 -1.277 -4.536
H 6.599 -1.227 -3.254
H 4.990 0.988 -2.960
H 2.641 2.602 -0.553
H 4.266 2.761 -1.253
H 2.842 2.784 -2.301
H 2.805 0.417 1.822
H 0.982 1.961 2.979
H -3.316 1.365 3.337
H -2.659 0.663 1.859
H -1.587 0.937 3.249
H -3.838 3.637 3.155
H -3.270 7.176 2.028
H -4.632 6.054 2.035
H -3.733 6.361 3.519
H -1.266 6.312 1.042
H 0.695 5.603 0.104
H 1.486 4.180 0.811
H 0.613 4.031 -0.716
H -0.841 -0.395 0.222
H 2.232 -3.391 -0.285
H 2.116 -2.153 0.991
H 0.877 -2.249 -0.272
H 3.939 -2.995 -1.840
N 0.723 -8.202 -1.765
C 0.029 -7.310 -1.445
C -0.790 -6.202 -1.063
C -0.974 -5.885 0.291
C -1.652 -4.731 0.654
C -2.185 -3.859 -0.335
C -2.840 -2.637 0.056
C -3.887 -2.094 -0.636
N -4.661 -1.073 -0.104
O -5.553 -0.504 -0.764
O -4.398 -0.748 1.093
C -2.105 -4.264 -1.692
C -1.393 -5.407 -2.044
H -0.581 -6.554 1.053
H -1.844 -4.495 1.703
H -2.583 -2.193 1.025
H -4.156 -2.470 -1.625
H -2.628 -3.674 -2.451
H -1.311 -5.685 -3.098
*
```

Computed properties:
LUMO level: -1.73 eV
frontier orbital gap: 5.361 eV
SMILES string: Cc1cc(C)c(N2C=CN(c3c(C)cc(C)cc3C)P2)c(C)c1.N#Cc1ccc(/C=C/[N+](=O)[O-])cc1

Record 3
A single C14H28N2O2 molecule. Source: the OMol25 dataset; level of theory: wB97M-V/def2-TZVPD.

Geometry as ORCA input:
```
! RIJCOSX wB97M-V def2-TZVPD def2/J DEFGRID3
* xyz 0 1
C 2.073 -2.775 5.210
C 1.552 -3.028 3.800
C 2.368 -2.271 2.754
C 1.957 -2.588 1.316
C 0.582 -2.040 0.943
C 0.224 -2.349 -0.509
C -1.123 -1.737 -0.896
N -1.102 -0.285 -0.794
C -2.398 0.283 -0.472
C -2.296 1.726 0.035
C -2.267 2.745 -1.086
O -3.182 3.530 -1.263
N -1.174 2.719 -1.885
C -1.118 3.618 -3.017
C 0.051 4.611 -2.938
O 1.278 4.071 -3.375
C -0.091 1.779 -1.702
C -0.509 0.329 -1.965
H 3.109 -3.098 5.298
H 2.025 -1.715 5.449
H 1.481 -3.320 5.942
H 1.597 -4.099 3.585
H 0.507 -2.722 3.747
H 3.422 -2.532 2.882
H 2.271 -1.197 2.929
H 2.700 -2.159 0.638
H 1.968 -3.671 1.170
H 0.565 -0.958 1.081
H -0.179 -2.474 1.593
H 1.012 -1.971 -1.162
H 0.167 -3.430 -0.654
H -1.879 -2.118 -0.205
H -1.405 -2.066 -1.910
H -2.829 -0.322 0.329
H -3.091 0.249 -1.333
H -1.415 1.822 0.670
H -3.181 1.953 0.630
H -1.043 3.039 -3.946
H -2.061 4.169 -3.015
H 0.211 4.909 -1.900
H -0.198 5.506 -3.522
H 1.222 3.895 -4.321
H 0.704 2.063 -2.390
H 0.307 1.846 -0.685
H 0.385 -0.241 -2.224
H -1.196 0.301 -2.832
*
```

Computed properties:
LUMO level: 0.76 eV
frontier orbital gap: 9.488 eV
SMILES string: CCCCCCCN1CCC(=O)N(CCO)CC1

The relative energy (zero: lowest compared OMol25 entry of this formula, charge and spin) results, record by record, are as follows: 0.0, 0.0, 36.8 kcal/mol.
The max |F| results, record by record, are as follows: 0.3, 4.3, 0.6 eV/A.